ORCA calculation (the ωB97M-V functional and the def2-TZVPD basis) on a 4-piece molecular cluster, C39H60F11N6O9P overall at a distorted geometry.

Geometry (Å):
H 3.409 -3.092 4.668
N 2.766 -2.602 5.344
C 1.464 -2.935 5.066
N 1.251 -3.910 3.890
N 0.245 -2.453 5.841
C 0.366 -1.000 6.249
C -0.233 0.055 5.100
C -1.610 0.764 5.636
C -1.995 2.152 4.830
C -1.197 2.293 3.368
C -1.920 1.547 2.091
C -1.170 1.693 0.609
C -1.907 0.914 -0.643
C -2.478 -0.585 -0.178
C -1.300 -1.568 0.418
P 0.250 -1.715 -0.702
O 0.917 -3.140 -0.352
O -0.161 -1.813 -2.422
C 0.897 -1.212 -3.248
C 2.302 -2.058 -3.300
O 1.468 -0.505 -0.411
C 1.836 -0.413 1.012
C 3.007 -1.496 1.464
C 0.229 2.581 0.474
C 0.949 2.760 -1.023
C 0.929 4.316 -1.563
F 2.395 2.326 -1.006
C 0.970 3.315 1.781
N 2.245 4.055 1.486
C 2.768 4.590 2.790
C 4.208 5.437 2.710
C 5.440 4.701 3.504
C 5.304 3.072 3.635
F 6.722 4.994 2.781
C 2.089 4.464 4.263
C 2.808 5.122 5.615
N 3.047 6.612 5.509
C 1.801 7.386 5.138
N 0.785 3.749 4.476
C 0.227 3.144 3.219
H 0.508 -3.524 3.236
H 0.979 -4.859 4.244
H 0.203 -3.068 6.686
H 1.442 -0.658 6.555
H -0.332 -0.864 7.204
H 0.643 0.813 4.891
H -0.502 -0.571 4.141
H -1.597 1.004 6.795
H -2.508 0.003 5.441
H -3.178 2.120 4.688
H -1.763 3.128 5.439
H -2.915 0.930 2.160
H -2.872 1.539 -0.909
H -1.210 0.708 -1.563
H -3.362 -0.518 0.592
H -2.895 -1.094 -1.160
H -1.073 -1.266 1.530
H -1.764 -2.667 0.475
H 1.157 -0.095 -2.971
H 0.492 -1.176 -4.369
H 3.174 -1.264 -3.475
H 2.353 -2.784 -4.232
H 2.571 -2.633 -2.316
H 2.335 0.662 1.152
H 0.936 -0.450 1.759
H 3.399 -2.053 0.496
H 3.905 -0.984 2.032
H 2.461 -2.302 2.154
H 0.435 2.109 -1.856
H 1.284 4.275 -2.702
H -0.163 4.759 -1.500
H 1.639 5.042 -0.982
H 4.007 6.554 3.044
H 4.550 5.514 1.569
H 5.554 5.237 4.562
H 4.689 2.812 4.596
H 6.420 2.649 3.661
H 4.834 2.606 2.643
H 3.826 4.554 5.873
H 2.097 4.893 6.546
H 3.429 6.909 6.437
H 1.399 7.165 4.048
H 2.119 8.536 5.123
H 0.946 7.319 5.959
C -8.310 1.256 -2.653
C -7.808 0.042 -1.894
O -6.861 0.433 -0.888
C -7.388 0.892 0.292
O -8.591 0.984 0.513
C -6.275 1.224 1.285
F -5.252 1.925 0.716
F -5.713 0.102 1.820
F -6.705 1.973 2.339
H -7.471 1.825 -3.066
H -8.971 0.955 -3.471
H -8.861 1.934 -1.994
H -7.283 -0.630 -2.581
H -8.633 -0.530 -1.453
C -1.908 -2.571 -7.085
C -2.419 -3.028 -5.731
O -3.533 -2.224 -5.314
C -4.754 -2.569 -5.836
O -4.925 -3.498 -6.619
C -5.852 -1.668 -5.273
F -5.500 -0.349 -5.264
F -6.166 -1.985 -3.984
F -7.017 -1.742 -5.977
H -1.671 -1.502 -7.066
H -1.011 -3.128 -7.369
H -2.666 -2.715 -7.861
H -1.633 -2.897 -4.979
H -2.683 -4.092 -5.737
C 6.243 -6.800 -6.174
C 4.931 -7.101 -5.473
O 3.933 -6.134 -5.833
C 3.289 -6.347 -7.025
O 3.525 -7.292 -7.771
C 2.223 -5.277 -7.259
F 2.670 -4.018 -6.980
F 1.122 -5.470 -6.478
F 1.776 -5.241 -8.546
H 6.560 -5.773 -5.969
H 7.026 -7.486 -5.841
H 6.140 -6.891 -7.260
H 5.068 -7.029 -4.389
H 4.584 -8.120 -5.685

Values from the calculation:
Energy, a.u.: -3966.9827
LUMO energy, eV: -1.251
HOMO energy, eV: -8.26
Structure (SMILES): [H]/N=C(\N)NCCCCc1cc(CCCP(=O)(OCC)OCC)c([C@@H](C)F)c2nc(C[C@@H](C)F)c(CNC)nc12.CCOC(=O)C(F)(F)F.CCOC(=O)C(F)(F)F.CCOC(=O)C(F)(F)F
Orbital gap, eV: 7.00